Below is one molecule with the formula C8H19NSi in a non-equilibrium geometry, with properties calculated with the ωB97M-V functional and the def2-TZVPD basis.

Properties
Strongest force on any atom = 3.423 eV/Å
HOMO = -8.06 eV
Lowest unoccupied orbital energy = 0.857 eV
SMILES = C=C[Si@@H](N(C)C)C(C)(C)C
ΔE to the lowest compared entry with this formula, charge and spin = 3.1862 eV
Frontier orbital gap = 8.91 eV

Geometry as ORCA input:
```
! RIJCOSX wB97M-V def2-TZVPD def2/J DEFGRID3
* xyz 0 1
Si -0.091 -0.511 -0.520
H -0.309 -0.578 -1.946
H 2.909 -0.512 -0.142
H 0.958 -4.368 -0.295
H -1.751 -0.315 2.109
C 0.831 -3.292 -0.525
H -1.991 1.081 -1.541
N -1.690 -0.192 -0.019
C -2.317 -0.414 1.218
H -3.099 0.312 1.300
H 0.269 -2.527 1.245
H 0.619 -3.194 -1.599
H 0.222 1.571 1.946
H -0.034 2.789 -0.106
H 0.634 2.014 -1.482
H 1.406 0.262 2.218
C 1.126 0.796 0.160
H -3.550 0.653 -0.765
H -2.763 -0.396 -1.831
C 2.538 0.461 -0.455
H -2.905 -1.328 1.144
H 3.237 1.300 -0.292
H 1.541 2.767 -0.256
C 1.171 1.116 1.619
C 0.463 -2.267 0.222
C 0.742 2.098 -0.480
H 1.921 1.961 1.749
C -2.562 0.260 -1.063
H 2.474 0.451 -1.612
*
```

Below is a 2-piece molecular cluster, C8H19PS2 overall in a non-equilibrium geometry, with properties calculated with the ωB97M-V functional and the def2-TZVPD basis.

Properties
Strongest force on any atom = 2.882 eV/Å
HOMO = -8.65 eV
Lowest unoccupied orbital energy = 0.574 eV
SMILES = CC(C)(C)P(S)S.C=C(C)C
ΔE to the lowest compared entry with this formula, charge and spin = 3.1756 eV
Frontier orbital gap = 9.23 eV

Geometry as ORCA input:
```
! RIJCOSX wB97M-V def2-TZVPD def2/J DEFGRID3
* xyz 0 1
S 1.315 1.942 -1.616
C -0.390 -1.327 -1.862
H -0.264 0.583 2.353
H 3.285 1.426 2.032
H 1.151 -2.267 2.445
H -2.262 1.723 -2.163
H 0.410 -0.366 3.820
C 1.764 -0.283 2.103
H 1.202 1.181 3.293
H -1.114 -2.069 -2.180
S -1.277 2.480 0.030
H -2.425 0.203 0.533
H 3.530 -0.075 1.025
C -1.754 0.838 -2.584
C 2.813 0.450 1.618
H 0.885 -1.913 0.714
H 2.441 1.246 -1.130
H -3.333 -0.935 -0.759
H 0.222 -0.878 -2.648
H -1.147 2.409 1.444
H -2.298 0.088 -3.215
C 0.656 0.292 2.957
H 0.410 -1.757 -1.075
C -2.313 -0.533 -0.278
P 0.062 0.907 -0.201
C 1.534 -1.659 1.619
H 2.586 -2.060 1.479
C -1.267 -0.061 -1.347
H -1.842 -1.415 0.192
H -0.891 1.207 -3.236
*
```

Below is C8H20AgO5S as an isolated structure in a non-equilibrium geometry, with properties calculated with the ωB97M-V functional and the def2-TZVPD basis.

Properties
Strongest force on any atom = 4.164 eV/Å
HOMO = 3.58 eV
Lowest unoccupied orbital energy = 6.219 eV
ΔE to the lowest compared entry with this formula, charge and spin = 0.0000 eV
Frontier orbital gap = 2.63 eV

Geometry as ORCA input:
```
! RIJCOSX wB97M-V def2-TZVPD def2/J DEFGRID3
* xyz -3 1
H -0.578 -0.832 2.354
H 0.115 3.948 -3.797
C 3.812 1.431 2.528
H -1.394 -4.025 -1.092
H 0.026 -3.535 -0.143
H -1.203 -2.286 1.652
C -0.474 3.036 -3.698
H -2.722 0.120 2.952
O 2.283 0.679 0.727
C -1.464 -1.466 2.321
C -0.448 -3.485 -1.123
H 0.433 -5.204 -2.058
O -2.501 0.257 0.946
H -1.242 3.349 0.085
S -0.272 2.526 -1.903
H -1.515 3.171 -3.989
H -1.237 4.538 -1.119
H -1.567 -1.748 3.368
Ag 0.159 -0.333 0.184
H -0.237 2.238 -4.401
O -0.801 1.059 -1.787
H 2.932 -0.632 2.309
H 3.448 2.396 2.882
H -0.146 -3.963 -3.249
H 4.224 0.913 3.394
O -0.738 -2.071 -1.372
H -2.560 3.389 -1.250
H 1.914 0.572 2.879
H -3.472 -1.101 2.147
H 1.410 -3.943 -2.314
C 0.339 -4.143 -2.290
C -1.515 3.496 -0.960
O 4.888 1.776 1.635
C -2.548 -0.526 2.091
C 2.649 0.398 2.093
*
```

Below is C8H20AlCuO as an isolated structure in a non-equilibrium geometry, with properties calculated with the ωB97M-V functional and the def2-TZVPD basis.

Properties
Strongest force on any atom = 5.543 eV/Å
HOMO (spin up / spin down) = -12.82 / -12.70 eV
Lowest unoccupied orbital energy (spin up / spin down) = -5.537 / -7.200 eV
Frontier orbital gap (spin up / spin down) = 7.29 / 5.49 eV

Geometry as ORCA input:
```
! RIJCOSX wB97M-V def2-TZVPD def2/J DEFGRID3
* xyz 1 2
C 2.347 1.556 -1.379
C 1.138 -2.077 -0.891
O 1.686 -0.740 -0.617
H -0.225 2.614 1.946
Cu -3.509 1.967 1.662
H -0.356 1.145 -0.462
H -0.689 -3.196 -1.672
H 3.035 -0.424 -2.335
C 2.040 -0.018 -1.853
H -3.329 0.391 0.880
H 0.601 -0.526 1.747
C -0.467 -2.096 -1.267
H -2.949 -2.770 0.207
H -2.796 0.290 -0.931
Al -1.716 -1.767 0.338
H -1.451 1.407 2.720
H 1.158 0.020 -2.649
H 1.690 1.033 2.007
C -1.204 1.313 0.349
H 1.249 -2.712 0.109
H -1.031 -1.971 1.750
H 3.218 2.054 -1.985
H 1.348 2.190 -1.374
H -0.757 -1.374 -2.151
C -0.630 1.493 1.880
H 0.674 0.333 3.432
H -1.699 2.361 0.060
C 0.643 0.528 2.255
H 1.698 -2.677 -1.726
H 2.673 1.462 -0.239
C -2.392 0.193 0.187
*
```

Below is a 12-piece molecular cluster, C8H20B2O26 overall in a non-equilibrium geometry, with properties calculated with the ωB97M-V functional and the def2-TZVPD basis.

Properties
Strongest force on any atom = 1.622 eV/Å
HOMO = -5.40 eV
Lowest unoccupied orbital energy = 4.062 eV
ΔE to the lowest compared entry with this formula, charge and spin = 0.3637 eV
Frontier orbital gap = 9.46 eV

Geometry as ORCA input:
```
! RIJCOSX wB97M-V def2-TZVPD def2/J DEFGRID3
* xyz -2 1
H 3.218 -4.593 0.881
C 2.929 3.688 1.481
H -1.460 2.149 3.244
H -4.546 3.904 -0.989
C 0.569 -2.434 0.433
O 5.034 -1.246 -0.221
O 3.081 4.860 1.689
O 2.967 1.430 -0.955
O 4.212 0.567 0.800
H 2.786 -1.311 1.730
O 3.731 3.001 0.699
H -1.291 4.120 1.850
O 0.658 -1.226 -0.083
O -1.235 -3.599 1.567
H -1.413 -6.787 0.440
O -1.793 4.731 2.414
H -5.010 -2.826 0.493
H -1.500 -3.606 -3.015
H -0.893 0.737 3.149
H -3.825 -1.924 0.829
C 1.817 2.744 1.932
C -0.828 -2.595 1.081
O 2.767 -1.250 2.689
O -1.325 -0.260 -1.198
H -1.152 5.019 3.073
O -0.586 0.772 0.743
H -0.546 -0.249 -4.201
O -1.890 2.978 -4.684
C 3.453 0.279 -1.339
H -0.694 -2.316 -2.936
O 2.069 1.565 1.383
C -1.729 0.983 -1.267
H -1.629 -5.415 1.083
O -1.291 1.357 3.771
O 3.366 -0.238 -2.421
H -2.309 2.349 -4.079
H -3.043 3.647 -1.062
O -0.667 -3.253 -2.690
B 3.208 1.636 0.470
O -1.998 -6.316 1.040
O -3.695 4.343 -0.901
H 3.384 -0.542 2.892
H -1.788 -0.358 -3.319
B -0.624 -0.541 0.082
O -2.455 1.456 -2.091
H 3.679 -3.808 -0.331
O 4.008 -4.358 0.387
C 4.335 -0.278 -0.219
O -1.450 -1.436 0.921
C -1.151 1.696 -0.002
H -2.271 2.779 -5.545
O 0.983 3.067 2.721
O -4.783 -2.002 0.937
O 1.415 -3.272 0.476
O -1.373 2.821 0.334
O -1.428 -0.640 -4.172
*
```

Below is a 2-piece molecular cluster, C8H20Br2N2O overall, with properties calculated with the ωB97M-V functional and the def2-TZVPD basis.

Properties
Strongest force on any atom = 0.459 eV/Å
HOMO = -8.50 eV
Lowest unoccupied orbital energy = 0.676 eV
SMILES = CCN[C@@H](CN)COC.BrCCBr
ΔE to the lowest compared entry with this formula, charge and spin = 0.1163 eV
Frontier orbital gap = 9.18 eV

Geometry as ORCA input:
```
! RIJCOSX wB97M-V def2-TZVPD def2/J DEFGRID3
* xyz 0 1
H -1.128 2.004 -4.786
H 1.481 0.672 -1.509
C 1.958 -0.206 -1.083
N -1.956 0.992 1.644
H 0.796 3.459 -5.087
H -1.243 1.231 2.325
H 2.404 -0.778 -1.888
H 2.742 0.140 -0.406
C 0.622 -1.536 2.889
C 0.022 -0.270 0.230
C -0.911 -1.214 0.958
O 1.033 -1.026 -0.392
H 0.211 -2.862 1.389
C -0.106 -1.009 4.125
H -2.319 -0.907 2.562
H -1.336 -1.850 0.186
C -2.108 -0.474 1.589
H 0.461 0.443 0.936
H -0.547 0.324 -0.481
H -2.829 1.405 1.950
H -0.223 1.942 -3.262
N -0.248 -2.115 1.886
H 1.279 -0.746 2.510
Br -0.097 -0.222 -4.473
Br 2.616 2.188 -3.998
H -2.984 -0.673 0.983
C -0.188 1.715 -4.322
H 1.284 -2.325 3.230
H 1.160 1.982 -6.001
H 0.603 -0.931 4.942
C 0.969 2.388 -5.013
H -0.536 -0.031 3.954
H -0.882 -1.709 4.412
*
```

Question: Which of these has the highest strongest force on any atom?
Answer: C8H20AlCuO